No. 1
One molecule with the formula CH3N2OP at a distorted geometry, computed with wB97M-V/def2-TZVPD.

ORCA input file:
```
! wB97M-V def2-TZVPD RIJCOSX def2/J DEFGRID3
* xyz 0 1
C 1.19 -0.12 0.36
N 0.54 0.98 0.05
N -0.62 1.25 -0.06
O -0.66 -1.36 0.06
P -1.65 -0.24 0.00
H 1.72 -0.64 -0.39
H 1.24 -0.23 1.41
H -1.75 0.37 -1.43
*
```

Its HOMO energy is -0.3296 Eh. For the relative energy (zero: lowest compared OMol25 entry of this formula, charge and spin), the calculation gives 344.0 kJ/mol.

No. 2
A 2-piece molecular cluster, C4H4FN overall at a distorted geometry, computed with wB97M-V/def2-TZVPD.

ORCA input file:
```
! wB97M-V def2-TZVPD RIJCOSX def2/J DEFGRID3
* xyz 0 3
C 1.38 0.10 -1.01
C 2.03 0.16 0.16
C 0.21 -0.29 -0.06
C -2.09 -0.16 0.34
N 0.87 -0.16 1.06
F -2.61 1.00 -0.16
H 1.67 -0.09 -2.10
H 2.90 0.55 0.51
H -1.84 -0.06 1.48
H -2.52 -1.05 -0.22
*
```

Its HOMO energy (spin up / spin down) is -0.2599 / -0.3248 Eh. The expectation value of S² is 2.072. For the relative energy (zero: lowest compared OMol25 entry of this formula, charge and spin), the calculation gives 329.5 kJ/mol.

No. 3
C20H19CeCl5N3O2S5Se as an isolated structure at a distorted geometry, computed with wB97M-V/def2-TZVPD.

ORCA input file:
```
! wB97M-V def2-TZVPD RIJCOSX def2/J DEFGRID3
* xyz 0 2
Ce -0.46 0.63 -0.49
Cl -5.13 -4.82 -3.00
C -4.32 -3.39 -2.66
C -2.92 -3.39 -2.74
Cl -1.90 -4.61 -3.38
C -2.29 -2.25 -2.27
Cl -0.52 -2.30 -1.88
C -2.92 -1.01 -2.01
O -2.28 -0.01 -1.44
C -4.36 -0.99 -2.12
Cl -5.29 0.35 -1.64
C -5.00 -2.16 -2.40
Cl -6.74 -2.20 -2.62
C -3.60 3.15 -3.38
S -2.23 2.16 -3.96
C -0.93 2.99 -3.08
C 0.11 2.16 -2.63
S 0.36 0.67 -3.42
S 1.17 2.93 -1.58
C 0.40 4.53 -1.34
S 1.23 5.76 -0.68
S -1.05 4.53 -2.28
H -4.45 2.57 -3.76
H -3.61 4.13 -3.87
H -3.68 3.12 -2.31
C 3.51 0.44 0.34
N 3.25 -0.67 1.23
C 4.29 -0.95 2.22
C 2.05 -1.23 1.14
O 1.07 -0.59 0.58
N 1.84 -2.53 1.52
C 0.55 -3.17 1.83
C 2.97 -3.41 1.79
H 4.59 0.58 0.21
H 3.13 1.36 0.74
H 3.11 0.14 -0.67
H 4.81 -0.03 2.52
H 5.03 -1.56 1.70
H 3.93 -1.44 3.18
H -0.10 -2.33 2.08
H 0.70 -3.79 2.66
H 0.27 -3.71 0.95
H 3.81 -3.22 1.16
H 2.58 -4.45 1.70
H 3.29 -3.32 2.85
Se -2.24 1.26 1.79
C -0.52 1.73 2.45
C 0.14 2.89 2.05
C 1.47 3.07 2.42
N 2.09 2.24 3.30
C 1.42 1.20 3.82
C 0.12 0.89 3.43
H -0.42 3.62 1.43
H 2.15 3.85 2.05
H 1.85 0.63 4.62
H -0.34 0.01 3.81
*
```

Its HOMO energy (spin up / spin down) is -0.2652 / -0.2653 Eh. The expectation value of S² is 0.751. For the relative energy (zero: lowest compared OMol25 entry of this formula, charge and spin), the calculation gives 55.8 kJ/mol.

No. 4
C5H4O7Zn as an isolated structure at a distorted geometry, computed with wB97M-V/def2-TZVPD.

ORCA input file:
```
! wB97M-V def2-TZVPD RIJCOSX def2/J DEFGRID3
* xyz 0 1
O -0.30 2.61 0.94
C -1.52 2.56 0.53
O -2.53 2.68 1.21
O 1.94 0.67 -0.66
O 0.85 -1.18 -1.19
C 1.76 -0.54 -0.55
Zn 0.93 2.12 -0.39
O 1.82 -0.98 0.80
C 0.95 -2.12 1.00
C -0.03 -2.02 -0.18
O -2.44 1.28 -1.32
C -1.67 2.20 -1.01
H 1.56 -3.03 0.98
H 0.47 -2.02 1.97
H -1.02 -1.73 0.20
H -0.19 -2.98 -0.68
O -0.59 2.47 -1.65
*
```

Its HOMO energy is -0.3042 Eh.

No. 5
One molecule with the formula C13H19BO at a distorted geometry, computed with wB97M-V/def2-TZVPD.

ORCA input file:
```
! wB97M-V def2-TZVPD RIJCOSX def2/J DEFGRID3
* xyz 0 3
B 0.13 0.91 -1.37
C -1.53 -1.78 2.54
C -0.94 -0.61 3.13
C -1.16 -2.23 1.37
C -0.10 0.20 2.45
C -0.07 -1.54 0.62
C 0.27 -0.22 1.04
C 0.57 -2.20 -0.34
C 0.57 0.82 0.17
C -1.47 0.86 -1.67
C 1.48 -1.89 -2.67
C -0.65 3.24 1.09
C 1.83 -1.87 -1.20
C 0.66 2.57 0.79
O 1.01 1.16 -2.34
H -2.29 -2.18 3.15
H -1.28 -0.18 4.13
H -1.53 -3.16 0.93
H 0.52 0.90 2.95
H 0.24 -3.21 -0.43
H -1.75 1.24 -2.67
H -2.12 1.30 -0.91
H -1.66 -0.21 -1.74
H 1.15 -2.96 -3.01
H 2.24 -1.39 -3.35
H 0.52 -1.31 -2.74
H -1.31 2.99 1.88
H -1.12 3.29 0.18
H -0.38 4.18 1.46
H 2.26 -1.04 -0.68
H 2.64 -2.68 -1.15
H 1.20 3.21 0.02
H 1.29 2.50 1.61
H 0.79 1.31 -3.25
*
```

Its HOMO energy (spin up / spin down) is -0.1942 / -0.3333 Eh. The expectation value of S² is 2.021.

No. 6
One molecule with the formula C21H11Br2F11O5, computed with wB97M-V/def2-TZVPD.

ORCA input file:
```
! wB97M-V def2-TZVPD RIJCOSX def2/J DEFGRID3
* xyz 0 1
C 2.43 0.17 4.30
C 1.79 0.24 3.29
C 1.09 0.30 2.04
C 0.10 -0.52 1.65
C -0.48 -1.62 2.48
O -1.51 -1.51 3.07
C 0.19 -3.02 2.46
F 1.15 -3.03 1.50
F -0.76 -3.91 2.12
C 0.85 -3.49 3.79
F 0.92 -4.84 3.74
F 2.11 -3.01 3.84
C 0.13 -3.11 5.11
F 0.84 -3.71 6.10
F 0.19 -1.79 5.29
C -1.34 -3.58 5.33
O -2.02 -2.99 6.11
O -1.69 -4.68 4.66
C -0.52 -0.32 0.30
O -1.64 -0.72 0.07
C 0.30 0.35 -0.75
C -0.01 0.00 -2.17
C -1.41 0.45 -2.65
C -1.39 0.79 -4.14
C -2.70 1.38 -4.63
F -2.93 0.98 -5.92
F -3.76 0.95 -3.90
C -2.75 2.93 -4.65
F -1.60 3.44 -5.08
F -2.97 3.39 -3.41
F -3.73 3.37 -5.43
C 1.28 1.18 -0.36
C 2.19 1.92 -1.24
Br 3.98 1.28 -1.12
C 1.93 2.97 -2.01
C 2.90 3.72 -2.86
Br 0.17 3.67 -2.01
C 1.49 1.42 1.11
O 1.93 2.46 1.53
H 3.04 0.12 5.17
H -2.38 -5.12 5.17
H 0.05 -1.08 -2.28
H 0.76 0.42 -2.82
H -1.74 1.32 -2.08
H -2.14 -0.33 -2.46
H -0.58 1.47 -4.38
H -1.24 -0.13 -4.72
H 3.61 3.05 -3.36
H 3.48 4.40 -2.23
H 2.39 4.33 -3.60
*
```

Its HOMO energy is -0.3529 Eh. For the relative energy (zero: lowest compared OMol25 entry of this formula, charge and spin), the calculation gives 0.0 kJ/mol.

> Number 4 is which compound?

C5H4O7Zn